Entry 1:
# C26H78O26

13 unconnected molecules or ions with the total composition C26H78O26 (ωB97M-V/def2-TZVPD, the OMol25 dataset).

Its LUMO energy is 0.0003 hartree. The strongest force on any atom is 3.9 eV Å⁻¹. As for the energy above the lowest of the compared OMol25 structures with the same formula, charge and spin: 552.77 kJ/mol.

Geometry (Å):
1 C -4.6400 0.6258 3.3076
2 C -3.2681 0.4967 2.8146
3 O -2.5697 1.6641 2.7851
4 O -4.6819 1.0111 4.6460
5 H -5.0944 -0.3537 3.4569
6 H -5.3164 1.1871 2.6631
7 H -3.3701 0.1154 1.7986
8 H -2.7109 -0.2339 3.4010
9 H -2.7694 2.1262 1.9677
10 H -4.2238 1.8539 4.6094
11 C -0.8779 -3.7969 -4.0875
12 C -2.2755 -3.4793 -4.6169
13 O -2.3807 -2.1069 -4.8137
14 O -0.8359 -5.1999 -3.7664
15 H -0.5871 -3.0758 -3.3236
16 H -0.3337 -3.5253 -4.9920
17 H -2.9460 -3.9102 -3.8735
18 H -2.3985 -3.9248 -5.6041
19 H -3.2411 -1.8132 -5.1220
20 H -0.7610 -5.3348 -2.8189
21 C -3.5368 4.6108 0.0840
22 C -2.4664 3.6644 0.5422
23 O -2.9077 2.3840 0.1198
24 O -3.4465 4.7932 -1.3176
25 H -3.5023 5.6449 0.4268
26 H -4.5318 4.1952 0.2436
27 H -2.4150 3.7259 1.6292
28 H -1.5323 3.9294 0.0469
29 H -3.1712 2.5822 -0.7817
30 H -3.9663 5.5441 -1.6135
31 C 0.5929 -0.4023 -4.8731
32 C 2.0617 -0.1614 -4.7689
33 O 2.0923 1.2071 -4.4148
34 O -0.1358 -0.5180 -3.6940
35 H 0.3708 -1.3239 -5.4111
36 H 0.0976 0.3137 -5.5290
37 H 2.5856 -0.1127 -5.7235
38 H 2.6937 -0.8499 -4.2078
39 H 1.5993 1.3823 -3.6099
40 H -0.9864 -0.9319 -3.8576
41 C 0.8549 4.0957 -3.5636
42 C -0.0835 3.4706 -2.5254
43 O 0.7194 2.4194 -1.8703
44 O 0.6930 3.5394 -4.9014
45 H 1.9013 4.1592 -3.2648
46 H 0.6019 5.1471 -3.7003
47 H -1.0847 3.1741 -2.8381
48 H -0.4113 4.1909 -1.7759
49 H 0.0882 1.7378 -1.6281
50 H 1.2527 2.7595 -4.9054
51 C 2.7625 -3.2018 5.4698
52 C 1.3363 -3.7121 5.1803
53 O 0.6789 -3.1156 4.1336
54 O 3.5041 -3.2063 4.2574
55 H 3.1773 -3.9180 6.1791
56 H 2.7387 -2.1735 5.8306
57 H 0.7631 -3.7179 6.1074
58 H 1.4979 -4.7581 4.9198
59 H 1.3610 -3.0643 3.4600
60 H 4.4447 -3.1712 4.4461
61 C 3.2816 -6.5948 0.1063
62 C 2.2524 -5.6694 -0.6677
63 O 2.4626 -5.3293 -2.0581
64 O 3.8191 -7.7388 -0.6413
65 H 2.6182 -6.9691 0.8859
66 H 4.1687 -6.0883 0.4866
67 H 1.8499 -4.8510 -0.0707
68 H 1.4156 -6.3464 -0.8396
69 H 1.6135 -5.3055 -2.5054
70 H 3.6648 -7.5468 -1.5692
71 C -0.7502 -0.9005 -0.2130
72 C 0.5525 -1.1325 0.4748
73 O 0.5321 -0.4871 1.7254
74 O -0.9496 0.4067 -0.6046
75 H -1.6148 -1.1734 0.3921
76 H -0.7297 -1.3145 -1.2211
77 H 1.2790 -0.6646 -0.1895
78 H 0.8762 -2.1612 0.6334
79 H 1.4175 -0.5183 2.0952
80 H -1.2604 0.7841 0.2216
81 C 0.0275 3.2759 3.7782
82 C 0.3367 4.8510 3.9269
83 O -0.5059 5.5360 4.9520
84 O 0.2614 2.7714 2.5104
85 H -0.9993 3.0451 4.0619
86 H 0.4433 2.5964 4.5222
87 H 0.0192 5.3660 3.0203
88 H 1.3736 4.9177 4.2566
89 H -0.1754 6.4351 5.0138
90 H -0.2875 1.9838 2.4971
91 C 3.7570 0.9554 -1.5792
92 C 4.2236 2.3802 -1.7447
93 O 3.2721 3.3080 -1.2315
94 O 4.0529 0.3382 -0.3901
95 H 4.1034 0.4251 -2.4662
96 H 2.6714 0.8696 -1.6283
97 H 4.3157 2.5511 -2.8173
98 H 5.2656 2.5357 -1.4648
99 H 2.4252 2.8580 -1.1870
100 H 3.6845 0.9062 0.2905
101 C -3.7922 2.8089 -4.3686
102 C -3.1982 1.4751 -3.8687
103 O -3.1436 1.3812 -2.4423
104 O -5.1729 2.6816 -4.2300
105 H -3.3635 3.1747 -5.3016
106 H -3.6207 3.6072 -3.6465
107 H -2.1712 1.2981 -4.1880
108 H -3.7250 0.6218 -4.2959
109 H -2.7915 0.5798 -2.0482
110 H -5.3218 2.4365 -3.3138
111 C -2.3763 -4.0429 2.1920
112 C -1.2240 -4.9597 2.5567
113 O -1.0932 -5.3749 3.8333
114 O -2.3249 -3.9287 0.7987
115 H -2.2342 -3.0593 2.6397
116 H -3.3687 -4.3936 2.4754
117 H -0.2925 -4.4386 2.3358
118 H -1.1692 -5.7580 1.8165
119 H -0.4918 -4.7757 4.2815
120 H -2.7786 -3.1718 0.4208
121 C 4.1312 2.8671 3.5048
122 C 3.3873 1.5747 3.1035
123 O 2.9128 1.6195 1.7943
124 O 4.8784 2.6237 4.6688
125 H 3.4610 3.7265 3.4832
126 H 4.8655 3.1668 2.7571
127 H 2.5830 1.3221 3.7946
128 H 4.0697 0.7259 3.0601
129 H 2.0257 1.9854 1.8241
130 H 5.5655 3.2636 4.8688

---

Entry 2:
# C2H3ClO2

C2H3ClO2 in the gas phase (ωB97M-V/def2-TZVPD, the OMol25 dataset).

Its LUMO energy (spin up / spin down) is -0.0048 / -0.0048 hartree. The strongest force on any atom is 10.3 eV Å⁻¹. As for the energy above the lowest of the compared OMol25 structures with the same formula, charge and spin: 578.34 kJ/mol. As for the structure (SMILES): C=C(Cl)OO.

Geometry (Å):
1 C -0.9844 0.1738 -0.3706
2 C 0.6391 0.2523 -0.0079
3 Cl 1.5512 1.6532 0.0681
4 O 1.1291 -0.9334 0.4013
5 O 2.3647 -1.3622 -0.2809
6 H -1.4715 1.0775 -0.3353
7 H -1.2297 -0.9560 -0.3357
8 H 1.9973 -2.1382 -0.7711